38
Properties=species:S:1:pos:R:3:lowdin_charge:R:1 method="wB97M-V/def2-TZVPD" total_charge=-1 fmax_ev_per_a=1.373 lumo_energy_ev=2.94 homo_energy_ha=-0.1601 molar_mass_g_mol=292.25
C 0.81124 -2.54198 0.05177 0.17
C 0.22530 -2.06748 -0.87881 -0.14
N -0.30527 -1.61875 -2.07485 0.02
O -0.10736 -0.20138 -2.24215 -0.10
C 1.28205 0.14327 -2.30226 -0.14
C 1.68043 1.14608 -1.18158 -0.31
C 2.79589 0.52978 -0.33009 -0.07
C 0.46557 1.65892 -0.38534 -0.38
C -0.30583 2.65275 -1.26960 -0.07
C 0.86322 2.38413 0.90863 -0.08
C -1.71905 -1.78640 -2.18882 -0.52
O -2.34960 -1.47279 -3.14117 0.17
O -2.28089 -2.42436 -1.09775 -0.18
P -3.41463 -1.57066 -0.29977 0.67
O -3.28524 -0.11259 -0.37046 -0.35
H 1.18163 -3.00608 0.93506 0.04
H 1.90568 -0.74888 -2.26929 0.12
H 1.43584 0.60248 -3.28418 0.12
H 2.11476 2.01776 -1.68433 0.13
H 3.10985 1.18329 0.48024 0.07
H 3.68006 0.37806 -0.96159 0.07
H 2.50897 -0.42937 0.09813 0.06
H -0.19793 0.85116 -0.07859 0.13
H 0.35990 3.50036 -1.47059 0.07
H -1.19324 3.03306 -0.76547 0.08
H -0.57657 2.22658 -2.23787 0.07
H 1.40961 3.30960 0.70141 0.08
H -0.05300 2.60837 1.45401 0.08
H 1.42433 1.71783 1.55961 0.06
H -3.32252 -2.10140 0.99258 0.03
H -4.61937 -2.03791 -0.85417 0.02
C -0.93138 -1.58329 3.63639 -0.06
C 0.09376 -0.50304 3.20407 -0.79
O 1.18577 -0.92320 2.75081 -0.11
O -0.28358 0.67747 3.35201 -0.09
H -0.54284 -2.59122 3.47892 0.05
H -1.17647 -1.45649 4.69273 0.05
H -1.85418 -1.46135 3.06286 0.04